Entry 1:
C21H24BClIrN8OS as an isolated structure, computed with wB97M-V/def2-TZVPD.

Calculated values
HOMO energy (spin up / spin down) ... -13.15 / -14.14 eV
Energy ... -62990.372 eV
Charge ... +2
Expectation value of S² ... 8.7895
LUMO (spin up / spin down) ... -4.999 / -9.147 eV
Spin multiplicity ... 6

Last column: natural (NBO) charge in e.
CARTESIAN COORDINATES (ANGSTROEM)
Ir: 0.950 -0.254 -0.468  1.645
Cl: -2.347 3.534 -4.424  0.142
S: 4.464 -0.114 0.342  1.251
O: 3.170 -0.240 -0.498  -1.032
N: -1.551 -1.565 0.627  -0.326
N: -1.442 0.997 0.793  -0.322
N: -0.374 1.260 -0.007  -0.385
N: -0.549 -1.764 -0.265  -0.393
N: -0.224 -0.452 2.438  -0.336
N: -3.912 -0.174 1.547  -0.318
N: -2.829 -0.338 2.356  -0.411
N: 0.954 -0.542 1.751  -0.382
C: 1.928 -0.652 2.662  0.008
C: -0.999 0.026 -3.212  -0.173
C: -3.239 -0.460 3.638  -0.026
C: 1.296 -0.806 -2.764  -0.614
C: -4.598 -0.399 3.666  -0.315
C: -1.889 -3.544 -0.320  -0.302
C: 0.043 -0.486 3.751  0.051
C: 1.404 -0.621 3.942  -0.310
C: 0.421 0.227 -3.152  -0.039
C: -1.673 3.071 0.029  -0.302
C: 0.087 2.508 -3.937  -0.235
C: -0.755 -2.963 -0.845  -0.004
C: -1.838 1.031 -3.599  -0.216
C: 5.311 1.281 -0.368  -0.807
C: -1.305 2.282 -3.955  0.018
C: -2.233 2.063 0.820  0.107
C: -2.366 -2.621 0.606  0.082
C: -0.522 2.520 -0.477  0.004
C: -4.974 -0.206 2.330  -0.027
C: 0.928 1.515 -3.530  -0.137
C: 5.485 -1.439 -0.265  -0.807
B: -1.521 -0.342 1.595  0.926
H: 0.217 2.943 -1.138  0.238
H: 5.542 -1.383 -1.351  0.254
H: -0.724 -0.411 4.495  0.238
H: -0.072 -3.343 -1.587  0.232
H: -1.400 -0.947 -2.953  0.236
H: 2.362 -0.682 -2.907  0.248
H: 5.035 -2.377 0.054  0.264
H: 6.473 -1.336 0.187  0.268
H: 5.387 1.147 -1.446  0.252
H: -2.069 4.056 -0.146  0.267
H: -5.226 -0.478 4.536  0.252
H: 1.929 -0.685 4.878  0.263
H: 4.741 2.175 -0.122  0.261
H: -2.320 -4.497 -0.571  0.267
H: 0.926 -1.826 -2.772  0.239
H: 6.298 1.342 0.090  0.269
H: -2.575 -0.609 4.467  0.212
H: 2.955 -0.743 2.360  0.219
H: -2.907 0.877 -3.652  0.259
H: 0.469 3.469 -4.255  0.257
H: 1.999 1.676 -3.519  0.225
H: -5.962 -0.096 1.912  0.232
H: -3.234 -2.665 1.240  0.262
H: -3.146 2.059 1.391  0.271

Atoms 1-3, force components in eV/Å:
-0.19 -0.22 0.51
-0.04 0.05 -0.02
-0.14 -0.01 -0.02

Entry 2:
C21H24Br3N2O4PRuS2 as an isolated structure at a distorted geometry, computed with wB97M-V/def2-TZVPD.

Calculated values
HOMO energy (spin up / spin down) ... -13.68 / -13.71 eV
Energy ... -276994.128 eV
Charge ... +2
LUMO (spin up / spin down) ... -8.710 / -8.689 eV

Last column: natural (NBO) charge in e.
CARTESIAN COORDINATES (ANGSTROEM)
Ru: 0.198 -0.313 -0.673  0.795
Br: 7.074 0.672 -1.939  0.197
Br: 0.221 -0.119 -3.716  0.206
Br: 2.595 4.000 -1.415  0.194
S: -1.774 0.783 -0.071  -0.327
S: 0.849 0.040 1.499  -0.085
P: -1.035 0.784 1.812  1.823
O: 1.193 1.323 -1.053  -0.457
O: -1.200 2.119 2.568  -0.843
O: -3.165 -3.950 -4.442  -0.597
O: -1.721 -0.279 2.709  -0.852
N: -0.968 -1.688 -1.829  -0.539
N: 2.176 -1.080 -1.072  -0.466
C: 0.639 3.597 1.847  -0.653
C: -2.816 0.659 4.715  -0.642
C: 2.605 -2.344 -1.069  0.305
C: -1.829 -2.606 -1.352  0.081
C: -2.994 -0.208 3.490  0.129
C: -0.907 -1.523 -3.158  0.163
C: 3.061 -0.085 -1.274  0.099
C: 2.490 1.195 -1.240  0.284
C: 3.958 -2.636 -1.329  -0.249
C: 4.710 2.121 -1.612  -0.254
C: 4.426 -0.291 -1.498  -0.071
C: 4.865 -1.627 -1.540  -0.064
C: -0.816 3.517 2.238  0.124
C: -1.622 -2.262 -4.060  -0.305
C: -2.488 -3.238 -3.556  0.414
C: 5.248 0.855 -1.658  -0.044
C: 3.338 2.300 -1.422  -0.092
C: -2.597 -3.395 -2.169  -0.308
C: 1.638 -3.443 -0.772  -0.658
C: -4.131 0.223 2.593  -0.648
C: -1.760 4.094 1.208  -0.646
H: 5.907 -1.852 -1.726  0.258
H: -3.277 -4.117 -1.736  0.255
H: -1.889 0.415 5.231  0.233
H: 1.281 3.126 2.592  0.229
H: -0.969 4.011 3.195  0.217
H: -4.024 1.269 2.298  0.212
H: -3.117 -1.246 3.789  0.212
H: 0.806 3.128 0.873  0.212
H: -5.070 0.121 3.137  0.252
H: 4.277 -3.668 -1.345  0.251
H: 0.920 -3.130 -0.013  0.225
H: -3.756 -4.596 -4.030  0.510
H: -3.645 0.468 5.397  0.245
H: 2.162 -4.324 -0.410  0.258
H: -1.547 -2.095 -5.125  0.279
H: -4.189 -0.394 1.697  0.222
H: 5.350 2.984 -1.726  0.270
H: -2.815 1.717 4.461  0.220
H: 1.092 -3.725 -1.676  0.246
H: -1.516 3.747 0.204  0.219
H: -2.795 3.836 1.434  0.231
H: -1.672 5.180 1.224  0.248
H: -1.887 -2.699 -0.275  0.233
H: 0.917 4.648 1.766  0.251

Atoms 1-3, force components in eV/Å:
2.36 2.98 -0.02
0.27 -0.05 -0.04
-0.13 -0.15 -0.10

Entry 3:
A 3-piece molecular cluster, C21H24ClF6N2O9 overall at a distorted geometry, computed with wB97M-V/def2-TZVPD.

Calculated values
HOMO energy ... -4.61 eV
Energy ... -72388.007 eV
Charge ... -1
LUMO ... 2.098 eV

Last column: natural (NBO) charge in e.
CARTESIAN COORDINATES (ANGSTROEM)
Cl: -1.805 4.018 -2.690  -0.048
F: 4.411 -1.967 -8.352  -0.311
F: 2.436 -2.872 -8.156  -0.309
F: -3.990 -1.518 7.164  -0.304
F: -4.381 0.364 8.190  -0.311
F: 3.081 -2.072 -10.077  -0.309
F: -2.756 -0.926 8.862  -0.312
O: -1.100 -3.510 0.776  -0.583
O: 1.298 1.815 -0.677  -0.822
O: 2.290 -0.408 -7.007  -0.476
O: -3.694 2.966 -1.006  -0.552
O: -2.065 1.497 7.317  -0.482
O: -1.959 -0.187 5.761  -0.534
O: 2.340 0.461 -9.130  -0.535
O: -0.665 2.213 0.645  -0.716
O: -0.009 1.385 -3.405  -0.600
N: -0.427 -2.286 2.872  -0.689
N: -0.004 0.306 -2.605  -0.320
C: 3.108 -1.835 -8.735  0.900
C: -1.773 -1.033 0.755  -0.514
C: 3.578 -1.717 4.258  -0.230
C: 1.915 -1.888 4.222  -0.267
C: -1.118 2.255 6.549  -0.080
C: 4.479 -1.797 2.864  -0.272
C: -2.668 2.620 -1.834  0.546
C: 1.075 -2.127 2.795  0.170
C: 3.658 -2.007 1.456  -0.199
C: -3.378 -0.448 7.746  0.900
C: -2.361 1.021 -1.996  -0.509
C: -2.408 0.270 6.809  0.687
C: -0.158 1.568 -0.408  0.700
C: -1.809 2.965 5.399  -0.639
C: -1.167 -0.986 -0.763  -0.408
C: 1.788 0.843 -6.514  -0.083
C: 1.995 -2.182 1.434  -0.251
C: 0.293 0.950 -6.751  -0.635
C: 2.532 -0.472 -8.355  0.683
C: -1.069 -2.362 1.487  0.715
C: -0.930 0.510 -1.387  0.006
H: -1.977 -1.514 -1.464  0.210
H: 1.337 -1.822 5.264  0.229
H: -1.105 3.605 4.860  0.238
H: -0.256 -0.570 -3.113  0.320
H: 0.061 0.956 -7.821  0.210
H: 4.177 -1.538 5.273  0.226
H: -0.864 -1.494 3.433  0.411
H: 0.850 1.884 -3.250  0.494
H: 5.651 -1.714 2.823  0.230
H: 1.506 -2.362 0.386  0.241
H: 4.263 -2.035 0.428  0.237
H: -0.183 -1.643 -0.900  0.248
H: -1.498 -0.125 1.439  0.268
H: -0.105 1.867 -6.306  0.237
H: -2.528 0.741 -3.137  0.244
H: -0.681 2.997 7.225  0.193
H: -3.213 0.429 -1.407  0.246
H: -2.235 2.248 4.690  0.231
H: 1.990 0.866 -5.439  0.215
H: -0.299 1.617 6.198  0.204
H: -0.228 0.090 -6.318  0.216
H: -2.637 3.578 5.767  0.208
H: 2.330 1.685 -6.961  0.194
H: -2.940 -1.171 0.821  0.241

Atoms 1-3, force components in eV/Å:
-0.85 -2.06 0.90
-1.05 0.53 -0.16
0.33 1.16 -0.34